Record 1
46
Properties=species:S:1:pos:R:3:forces:R:3 method="wB97M-V/def2-TZVPD" homo_ev=-7.5 total_energy_ha=-2487.5364 lumo_ev=-0.2 orbital_gap_ha=0.270
C 0.962222 -2.685737 3.450264 -0.2 0.2 -0.3
C 0.249552 -1.600735 2.623098 0.7 -1.3 -0.9
I 1.856276 -0.481707 1.692990 1.2 -0.6 0.9
C -0.571505 -2.351712 1.499468 0.1 1.3 1.0
I -0.422144 -1.283946 -0.367927 -1.4 -0.6 -0.6
B -2.110389 -2.401030 1.738390 0.3 0.1 -0.4
C -2.839966 -2.126024 3.145835 -0.5 -0.6 -0.5
F -2.100181 -2.306910 4.254770 0.0 0.4 0.1
F -3.382824 -0.887203 3.151323 0.3 0.1 0.3
F -3.883845 -2.994244 3.267128 0.1 0.1 0.1
H 1.215583 -2.342006 4.445580 0.0 0.0 0.2
H 1.872564 -2.950804 2.924575 0.2 -0.1 0.1
H 0.367300 -3.597722 3.475962 -0.3 0.0 0.4
H -0.359132 -0.956997 3.242985 0.0 0.4 -0.2
H -0.146750 -3.348769 1.417923 0.1 0.0 -0.6
H -2.826088 -2.627987 0.822968 -0.2 -0.2 0.2
C -1.692857 4.505114 2.008294 0.1 0.0 0.1
C -0.315002 5.049049 1.606827 0.0 -0.1 0.0
C 0.705048 4.506323 2.616693 0.0 0.3 -0.2
S 0.039761 2.944542 3.210347 0.0 -0.1 -0.3
O -0.264510 3.071853 4.613071 0.1 -0.1 0.0
O 0.847275 1.850247 2.706966 -0.6 1.1 0.8
C -1.489274 3.018310 2.283075 -0.2 0.2 -0.2
H -2.435041 4.667547 1.228523 0.0 0.0 0.0
H -2.039461 5.007246 2.913964 0.0 0.0 0.0
H -0.063776 4.697053 0.604637 0.0 0.0 0.0
H -0.301308 6.137553 1.583848 0.0 0.0 0.0
H 1.675766 4.325729 2.162890 0.0 -0.1 0.1
H 0.814544 5.165683 3.475190 0.0 -0.1 0.1
H -2.289053 2.569146 2.867347 0.1 -0.1 0.1
H -1.340800 2.460234 1.358136 0.1 0.0 0.0
C 2.276568 -2.075404 -5.909883 -0.1 0.0 0.0
C 0.767252 -2.067751 -6.190201 0.1 0.0 0.0
C 0.049628 -2.045230 -4.834050 -0.1 -0.1 -0.4
S 1.169014 -1.227500 -3.688915 0.1 0.0 -0.5
O 1.592529 -2.181265 -2.700739 0.1 0.0 0.1
O 0.626588 0.057408 -3.320077 0.0 -0.1 0.3
C 2.509834 -1.000891 -4.852649 0.1 0.0 -0.3
H 2.856732 -1.880028 -6.810149 0.0 0.0 0.0
H 2.575117 -3.051067 -5.521198 0.0 0.0 0.0
H 0.507304 -1.173734 -6.760052 0.0 0.0 0.0
H 0.461965 -2.930679 -6.779541 0.0 0.0 0.0
H -0.883398 -1.489417 -4.871765 0.0 0.0 0.2
H -0.132252 -3.049615 -4.457720 0.1 0.0 0.1
H 3.459973 -1.098761 -4.333591 -0.1 0.0 0.1
H 2.413916 -0.001690 -5.276746 0.0 0.0 0.0

Record 2
48
Properties=species:S:1:pos:R:3:forces:R:3 method="wB97M-V/def2-TZVPD" homo_ev="-14.7 / -15.8" total_charge=+2 s2=2.01 total_energy_ha=-7441.7475 spin_multiplicity=3 lumo_ev="-7.6 / -7.0" orbital_gap_ha="0.260 / 0.321"
Mo -0.363834 -1.124147 -0.705263 -0.1 -0.1 -0.1
O -0.110898 -0.788614 -4.660159 0.0 0.0 0.0
C -0.453422 -0.810145 -3.530915 -0.1 0.1 -0.1
O 0.229070 -1.403922 -2.521582 0.0 0.1 0.1
C -1.762207 -0.164816 -2.996289 0.0 0.0 -0.1
O -2.576890 0.384681 -3.653304 0.0 0.0 0.0
O -1.857770 -0.320806 -1.646037 -0.2 0.1 0.0
Br 3.750045 -0.758925 -1.498943 0.0 0.0 0.0
C 2.961870 -2.471476 -1.746160 0.0 0.0 0.0
Br 1.718445 -2.927768 -0.296577 0.1 0.0 0.1
H 3.723234 -3.240442 -1.705791 0.0 0.0 0.0
H 2.371502 -2.487008 -2.653263 0.0 0.0 0.0
O 0.542913 0.803043 -0.699090 0.1 -0.2 0.0
S 0.776991 1.665088 -1.979740 0.1 0.0 -0.1
C 2.258556 2.635293 -1.561130 0.0 0.0 0.0
C 1.820574 4.092551 -1.400212 0.0 0.0 0.0
C 0.382828 4.067017 -0.890801 0.0 0.0 0.0
C -0.336434 3.072109 -1.790954 0.0 0.0 0.0
H 3.007322 2.466665 -2.332308 0.0 0.0 0.0
H 2.595168 2.188592 -0.624492 0.0 0.0 0.0
H 1.868408 4.605245 -2.361766 0.0 0.0 0.0
H 2.495219 4.610935 -0.720684 0.0 0.0 0.0
H -0.090666 5.045902 -0.943128 0.0 0.0 0.0
H 0.344193 3.731877 0.147990 0.0 0.0 0.0
H -0.476942 3.461110 -2.802858 0.0 0.0 0.0
H -1.288766 2.683986 -1.430950 0.0 0.0 0.0
O -0.075394 -0.728342 1.246910 0.0 -0.1 0.0
S 1.171967 -0.221352 2.041439 0.0 0.1 0.1
C 1.361069 -1.487929 3.338660 0.0 0.0 0.0
C 0.870183 -0.877583 4.656189 0.0 0.0 0.0
C -0.170662 0.179284 4.300766 0.0 0.0 0.0
C 0.455384 0.986321 3.170935 0.0 0.0 0.0
H 2.400363 -1.810798 3.346599 0.0 0.0 0.0
H 0.732320 -2.308946 2.992827 0.0 0.0 0.0
H 1.705286 -0.418232 5.186451 0.0 0.0 0.0
H 0.465556 -1.657847 5.298346 0.0 0.0 0.0
H -0.405168 0.824313 5.145893 0.0 0.0 0.0
H -1.099877 -0.282076 3.962187 0.0 0.0 0.0
H 1.296958 1.591755 3.517791 0.0 0.0 0.0
H -0.216983 1.610647 2.584540 0.0 0.0 0.0
N -4.039115 -4.109267 -0.102138 0.0 0.0 0.0
C -3.353464 -3.029883 -0.444384 -0.1 0.0 0.0
N -3.977397 -1.943537 -0.847870 0.0 -0.1 0.0
S -1.620094 -3.185241 -0.325778 0.1 0.0 0.0
H -5.043911 -4.153358 -0.180364 0.0 0.0 0.0
H -3.554727 -4.941828 0.191134 0.0 0.0 0.0
H -4.982718 -1.918658 -0.931197 0.0 0.0 0.0
H -3.448087 -1.133466 -1.144530 0.0 0.0 0.0

Record 3
43
Properties=species:S:1:pos:R:3:forces:R:3 method="wB97M-V/def2-TZVPD" homo_ev="-10.3 / -11.5" total_charge=+1 s2=0.75 total_energy_ha=-4392.1853 spin_multiplicity=2 relative_energy_kj_mol=32.3 lumo_ev="-2.7 / -4.0" orbital_gap_ha="0.280 / 0.276"
Ga 0.922701 0.276715 0.022952 0.0 0.1 0.1
C -0.989370 3.357814 1.674084 0.0 -0.1 0.0
O -0.180473 2.199538 1.806418 0.0 0.0 0.0
C -0.122443 1.716637 3.128307 0.0 0.0 0.0
C 0.851606 0.560582 3.152887 0.0 0.0 0.0
O 0.552219 -0.436922 2.169232 -0.1 0.0 0.0
C -0.597044 -1.231330 2.490161 0.0 0.0 0.0
H -0.592309 4.176313 2.280134 0.0 0.0 0.0
H -2.019652 3.149147 1.979553 0.0 0.0 0.0
H -0.976871 3.636888 0.623980 0.0 0.0 0.0
H -1.120406 1.412745 3.468216 0.0 0.0 0.0
H 0.239879 2.490397 3.815663 0.0 0.0 0.0
H 0.854908 0.093263 4.140640 0.0 0.0 0.0
H 1.858302 0.907973 2.920322 0.0 0.0 0.0
H -0.464776 -1.666736 3.481817 0.0 0.0 0.0
H -0.653020 -2.018537 1.746887 0.0 0.0 0.0
H -1.508518 -0.631918 2.467209 0.0 0.0 0.0
O 0.429412 -1.548309 -0.321009 -0.2 0.1 -0.1
N 0.406691 -1.950486 -1.604941 0.1 0.0 0.0
C -0.147689 -3.162320 -1.826334 0.0 0.0 0.0
C -0.204839 -3.680861 -3.087311 0.0 0.0 0.0
C 0.320911 -2.932523 -4.143110 0.0 0.0 0.0
C 0.879415 -1.704282 -3.893757 0.0 0.0 0.0
C 0.932997 -1.188267 -2.592656 0.0 0.0 0.0
S 1.631965 0.347514 -2.234532 0.1 -0.1 0.0
H -0.516204 -3.651264 -0.938474 0.0 0.0 0.0
H -0.649985 -4.651890 -3.241445 0.0 0.0 0.0
H 0.287718 -3.316331 -5.153313 0.0 0.0 0.0
H 1.292765 -1.101275 -4.688712 0.0 0.0 0.0
C -3.294059 1.862451 -1.143858 0.0 0.0 0.1
S -1.575017 1.434806 -1.468815 0.0 -0.2 -0.1
C -1.131783 2.781484 -2.577990 0.0 0.0 0.0
H -3.374759 2.868381 -0.733325 0.0 0.0 0.0
H -3.680197 1.150259 -0.417169 0.0 0.0 0.0
H -3.882840 1.789284 -2.056340 0.0 0.0 0.0
H -1.696394 2.711635 -3.505928 0.0 0.0 0.0
H -0.071248 2.690028 -2.801490 0.0 0.0 0.0
H -1.317808 3.745190 -2.105353 0.0 0.0 0.0
Cl 2.642214 -3.269466 1.836244 0.0 0.0 0.0
C 3.978264 -2.126539 1.924290 0.0 0.0 0.0
Cl 3.725036 -0.696623 0.888408 0.1 0.0 0.0
H 4.879710 -2.613204 1.573576 0.0 0.0 0.0
H 4.080977 -1.779971 2.944896 0.0 0.0 0.0

Record 4
36
Properties=species:S:1:pos:R:3:forces:R:3 method="wB97M-V/def2-TZVPD" homo_ev="-8.5 / -8.2" total_energy_ha=-579.6923 relative_energy_kj_mol=353.3 lumo_ev="-1.0 / -0.1" orbital_gap_ha="0.277 / 0.298"
C 3.367607 1.111333 2.642060 2.7 1.1 0.0
C 2.248965 0.670123 2.619254 0.1 0.0 0.5
C -1.929886 -0.466749 -0.615155 3.5 -0.1 -2.0
C 0.078790 0.535098 -1.698750 -0.8 2.4 2.8
C -0.812233 -0.625816 -1.802553 -2.9 0.0 0.2
C -1.183137 -0.393186 0.739818 -4.3 -1.3 -0.5
C 0.816587 0.645264 -0.340573 0.6 -1.9 -0.8
C -1.297297 -0.697178 -3.269150 -0.1 -0.4 0.6
C -2.163162 0.202526 1.827618 2.1 -0.7 -0.6
C -0.971989 -1.827486 1.206776 4.9 1.9 -0.3
C 1.496265 2.023024 -0.222737 0.4 -1.0 -1.1
C 1.915339 -0.512016 -0.393218 2.9 6.9 -0.8
N -0.126856 0.443452 0.702952 2.6 2.6 0.8
N 1.204216 0.040090 2.730435 -1.9 -2.2 0.0
H 4.395337 1.259331 2.813203 0.4 0.3 -0.1
H -2.445425 0.399468 -0.839538 -1.1 2.2 -0.2
H -2.626498 -1.237110 -0.620900 -1.1 -1.7 0.0
H 0.778747 0.561969 -2.445031 1.9 0.1 -2.0
H -0.481158 1.534574 -1.752348 0.1 -1.5 -0.3
H -0.432365 -1.612323 -1.662873 1.2 -0.5 0.5
H -0.555660 -1.219665 -3.894732 -0.1 0.3 0.2
H -1.518041 0.269338 -3.703609 -0.1 0.2 0.0
H -2.183682 -1.300665 -3.269437 -0.7 -0.3 -0.4
H -3.099428 -0.260745 1.810055 -1.5 -0.9 0.2
H -2.264136 1.241690 1.728203 -0.2 1.5 -0.5
H -1.633872 0.040196 2.753590 -0.3 -0.1 0.7
H -0.108375 -2.330513 0.708667 -0.8 0.2 0.4
H -1.784852 -2.388692 1.267009 -3.9 -2.4 -0.7
H -0.755764 -1.674317 2.228206 1.1 -0.4 1.3
H 0.788670 2.736955 -0.612680 -0.1 0.5 -0.1
H 2.402256 1.978784 -0.879060 -0.7 0.4 0.5
H 1.770923 2.317472 0.774250 0.1 -0.1 0.3
H 2.587792 -0.240771 -1.306968 -1.1 -0.4 1.4
H 1.567831 -1.399168 -0.588535 -2.0 -5.0 -0.4
H 2.576502 -0.372463 0.453196 -0.1 -0.7 0.2
H 0.377991 0.548175 2.912553 -1.0 0.8 0.2

Record 5
40
Properties=species:S:1:pos:R:3:forces:R:3 method="wB97M-V/def2-TZVPD" homo_ev=-9.4 total_energy_ha=-1203.8521 smiles="CS(=O)(=O)N(CC(=O)NC1CC1)C1CCCCC1" relative_energy_kj_mol=0.0 lumo_ev=0.6 orbital_gap_ha=0.366
C -0.703480 -2.199468 1.517082 0.8 0.1 -0.5
H -1.551324 -2.257440 0.848051 -0.2 0.0 -0.1
H -0.827282 -1.413814 2.249792 0.0 0.2 0.1
H -0.541568 -3.151433 2.006820 0.1 -0.2 0.0
S 0.787277 -1.823015 0.558782 -0.8 -0.2 0.5
O 1.816985 -1.449287 1.480956 0.0 0.2 0.1
O 1.040690 -2.920335 -0.327658 -0.1 0.0 -0.2
N 0.258881 -0.473129 -0.291023 0.3 -0.8 0.4
C -0.551423 -0.820765 -1.437225 -0.5 -0.2 -0.4
H -0.108412 -0.467070 -2.374257 0.0 0.0 0.1
H -0.604242 -1.910084 -1.512120 -0.2 0.2 -0.2
C -1.981075 -0.272596 -1.358192 0.3 0.0 0.2
O -2.788719 -0.455200 -2.243672 -0.1 -0.1 -0.3
N -2.237541 0.405881 -0.224279 0.2 0.2 0.4
C -3.492126 1.013094 0.070466 -0.2 0.0 -0.1
C -3.975500 1.047182 1.488050 -0.1 -0.1 0.0
C -3.523921 2.312587 0.814511 0.0 0.1 -0.1
H -4.265139 3.045331 0.538231 -0.1 0.0 0.0
H -2.583092 2.741862 1.124760 0.1 0.0 0.0
H -5.028187 0.908032 1.675528 -0.1 0.0 0.0
H -3.338315 0.626461 2.251412 0.1 0.0 0.0
H -4.197839 0.838623 -0.730827 0.0 0.1 0.1
H -1.477559 0.510811 0.433780 -0.1 -0.1 -0.1
C 1.148545 0.678535 -0.442418 0.6 0.1 0.4
C 2.514451 0.287975 -1.007653 -0.1 0.3 -0.3
C 3.382073 1.528867 -1.197865 0.1 -0.2 0.2
C 3.543960 2.268253 0.126441 -0.1 0.2 -0.2
C 2.180102 2.655944 0.688517 0.1 -0.2 0.2
C 1.313420 1.414511 0.887168 0.0 0.3 -0.2
H 0.332512 1.704024 1.274513 -0.1 0.0 0.0
H 1.782978 0.744561 1.605892 -0.1 0.1 0.0
H 2.302837 3.172190 1.642314 -0.1 0.1 0.0
H 1.683529 3.342164 -0.002756 0.0 0.1 0.0
H 4.154392 3.161946 -0.017367 0.1 0.0 0.1
H 4.054322 1.619064 0.839864 0.1 0.0 0.1
H 4.359606 1.236986 -1.584711 0.0 0.0 -0.1
H 2.915823 2.192167 -1.931216 0.0 0.0 -0.1
H 2.993037 -0.399582 -0.309872 0.1 0.0 0.0
H 2.382215 -0.234549 -1.957925 0.0 -0.1 0.0
H 0.649737 1.356135 -1.148564 -0.1 -0.1 0.1

Record 6
42
Properties=species:S:1:pos:R:3:forces:R:3 method="wB97M-V/def2-TZVPD" homo_ev=-9.3 total_energy_ha=-1031.3778 smiles="O=C1COCCOCCOCCOCC(=O)NCCN1" relative_energy_kj_mol=20.4 lumo_ev=0.8 orbital_gap_ha=0.372
O -0.667482 -3.988074 -0.446573 0.0 -0.4 0.0
C -0.851114 -2.790648 -0.380208 -0.4 0.4 0.0
N 0.095660 -1.859250 -0.568761 0.2 0.3 0.0
H -0.139299 -0.883477 -0.421860 -0.1 0.0 0.0
C 1.496975 -2.179480 -0.664265 0.1 -0.3 0.2
H 1.982391 -1.426600 -1.287231 0.0 -0.1 0.0
H 1.593317 -3.167952 -1.119133 0.1 0.1 0.0
C 2.145331 -2.206640 0.732956 0.0 -0.1 -0.6
N 1.877134 -1.004377 1.489073 -0.3 -0.3 0.4
C 2.405777 0.224808 1.350967 0.3 0.0 -0.2
O 2.022197 1.158982 2.032007 -0.1 0.4 0.1
C 3.482767 0.426111 0.282116 0.1 0.1 0.1
H 4.095036 -0.464105 0.136929 0.0 0.1 0.1
H 4.122208 1.261732 0.597581 -0.1 -0.2 0.0
O 2.895148 0.697931 -0.975715 -0.1 -0.1 -0.1
C 2.170373 1.915665 -1.046110 -0.4 0.2 -0.1
H 2.156880 2.411738 -0.072233 0.0 0.0 -0.1
C 0.734989 1.673258 -1.532821 0.5 0.1 0.0
O -0.093479 1.022446 -0.593998 0.0 -0.3 0.0
C -0.631313 1.831836 0.439103 -0.3 0.3 0.0
C -1.881153 2.614502 -0.009150 0.3 0.0 0.0
O -3.107122 2.058962 0.402650 -0.1 0.0 0.1
C -3.431411 0.780023 -0.107337 -0.1 -0.2 0.2
C -3.259024 -0.330575 0.951957 -0.2 0.3 -0.2
O -2.087536 -1.099488 0.784487 0.3 0.0 0.0
C -2.228983 -2.176684 -0.117463 -0.1 -0.3 0.0
H -2.645885 -1.842202 -1.078844 0.0 0.0 0.0
H -2.891536 -2.948946 0.296550 0.2 0.1 -0.1
H -3.177201 0.145116 1.932954 -0.1 0.0 -0.1
H -4.137340 -0.987750 0.956259 0.0 0.0 0.0
H -2.821204 0.547848 -0.986839 0.0 0.0 0.0
H -4.483196 0.832804 -0.409022 0.1 0.0 0.0
H -1.865677 2.715474 -1.105690 0.0 0.1 0.1
H -1.879343 3.612388 0.434408 0.1 0.0 -0.1
H -0.904056 1.139267 1.236828 0.1 0.2 0.0
H 0.127705 2.516246 0.827255 0.0 -0.1 0.0
H 0.768651 1.006171 -2.398467 0.0 0.2 0.0
H 0.302409 2.635022 -1.836584 0.0 -0.1 0.0
H 2.672172 2.570912 -1.770011 -0.1 0.0 0.1
H 1.083607 -1.039997 2.115551 0.1 0.1 0.0
H 1.729970 -3.044078 1.296529 0.1 0.0 0.0
H 3.222642 -2.358908 0.632157 -0.1 -0.1 0.1

Calculated max |F|, 1.7; 0.2; 0.3; 7.5; 1.0; 0.6 eV Å⁻¹ (same order as the records).